1.
A single C22H31I2NO3 molecule, computed with ωB97M-V with the def2-TZVPD basis set.

Geometry as ORCA input:
```
! RIJCOSX wB97M-V def2-TZVPD def2/J DEFGRID3
* xyz 0 1
C 4.79 -2.59 0.53
C 5.72 -1.34 0.11
C 5.18 0.07 0.68
C 4.47 0.98 -0.47
C 3.45 0.10 -1.37
C 2.65 1.10 -2.38
C 1.49 1.79 -1.47
C 0.03 1.66 -2.15
C -1.07 0.96 -1.22
C -1.59 -0.43 -1.73
C -2.69 -1.21 -0.95
C -3.19 -2.59 -1.56
C -3.08 -3.85 -0.57
C -4.06 -5.01 -1.16
I -5.96 -5.17 -0.09
C -3.24 -0.54 0.33
C -2.71 0.83 0.85
C -1.62 1.62 0.09
C -1.13 3.04 0.61
C -0.76 3.10 2.17
C -1.50 4.44 2.76
I -0.55 6.28 1.99
C -3.53 1.15 2.17
O -3.58 2.14 2.92
N -4.39 -0.05 2.37
O -3.77 -0.64 3.48
C -4.38 -1.09 1.29
O -5.14 -2.07 1.19
H 5.34 -3.31 1.24
H 3.84 -2.27 1.10
H 4.52 -3.18 -0.41
H 6.77 -1.48 0.56
H 5.85 -1.29 -1.02
H 4.44 -0.15 1.52
H 6.06 0.67 1.11
H 5.22 1.51 -1.13
H 3.90 1.80 0.10
H 3.98 -0.72 -1.95
H 2.70 -0.39 -0.65
H 2.23 0.55 -3.28
H 3.41 1.92 -2.67
H 1.42 1.32 -0.42
H 1.68 2.91 -1.31
H -0.37 2.72 -2.36
H 0.11 1.09 -3.14
H -1.20 -0.91 -2.70
H -4.26 -2.56 -1.96
H -2.50 -2.84 -2.46
H -2.02 -4.30 -0.62
H -3.29 -3.61 0.53
H -4.32 -4.81 -2.26
H -3.58 -6.05 -1.13
H -1.89 3.83 0.33
H -0.16 3.32 0.04
H 0.36 3.29 2.37
H -1.05 2.18 2.77
H -1.60 4.43 3.89
H -2.57 4.46 2.32
H -2.84 -0.80 3.16
*
```

- HOMO (eV) = -9.156
- SMILES = CCCCCCCCc1cc(CCCI)c2c(c1CCCI)C(=O)N(O)C2=O

***

2.
A molecular structure, C14H11ClN3O6V, computed with ωB97M-V with the def2-TZVPD basis set.

Geometry as ORCA input:
```
! RIJCOSX wB97M-V def2-TZVPD def2/J DEFGRID3
* xyz 2 1
V -2.14 0.36 -0.24
O 0.07 -3.76 -3.77
C 0.81 -3.58 -2.68
O 1.81 -4.18 -2.49
C 0.31 -2.60 -1.61
C 0.95 -2.41 -0.36
Cl 2.34 -3.16 0.14
N 0.29 -1.48 0.38
N -0.76 -1.05 -0.36
C -0.75 -1.72 -1.54
C -1.85 -1.31 -2.46
O -2.10 -1.74 -3.53
O -2.59 -0.30 -1.88
C 0.48 -0.95 1.72
C 1.40 -1.46 2.62
C 1.52 -0.89 3.89
C 0.73 0.17 4.28
C -0.20 0.68 3.39
C -0.31 0.12 2.13
H -0.71 -3.20 -3.82
H 2.01 -2.30 2.38
H 2.24 -1.30 4.57
H 0.81 0.60 5.27
H -0.84 1.51 3.67
H -1.06 0.58 1.51
O -3.19 -0.43 0.66
O -3.99 -0.99 1.39
C 1.12 4.59 -1.03
C 0.35 3.72 -2.06
C -0.38 2.65 -1.42
N -0.97 1.79 -0.92
H 1.69 5.33 -1.59
H 1.81 3.99 -0.45
H 0.43 5.11 -0.37
H 1.03 3.26 -2.79
H -0.37 4.32 -2.63
*
```

- HOMO (spin up / spin down) (eV) = -16.230 / -16.230
- relative energy (zero: lowest compared OMol25 entry of this formula, charge and spin) (kJ/mol) = 125.6

***

3.
A molecular structure, C34H31GeIrN6O10, computed with ωB97M-V with the def2-TZVPD basis set.

Geometry as ORCA input:
```
! RIJCOSX wB97M-V def2-TZVPD def2/J DEFGRID3
* xyz 1 2
Ir 0.40 -0.02 0.02
N -1.37 -0.99 0.20
N -2.41 -0.25 0.51
C -2.20 1.18 0.63
O -3.12 1.84 1.01
O -1.00 1.49 0.28
H -1.50 -0.99 -1.63
H -1.54 -1.99 0.31
H -3.33 -0.63 0.70
N -0.36 0.41 5.99
C -0.03 0.27 4.70
C 0.28 1.38 3.89
C 0.61 1.19 2.58
N 0.66 -0.04 2.01
C 0.36 -1.11 2.78
C 0.02 -1.00 4.09
H -0.47 1.33 6.39
H -0.65 -0.37 6.55
H 0.26 2.38 4.30
H 0.84 2.03 1.95
H 0.42 -2.08 2.30
H -0.21 -1.89 4.67
O 1.08 -1.79 -0.98
C 2.30 -1.38 -1.08
O 2.57 -0.30 -0.51
C 3.36 -2.12 -1.83
C 4.74 -2.09 -1.14
Ge 5.35 -0.45 -0.23
C 4.81 0.10 1.57
C 4.84 -0.81 2.63
C 4.52 -0.40 3.91
C 4.20 0.93 4.17
C 4.15 1.84 3.12
C 4.43 1.42 1.82
C 7.17 -1.07 0.31
C 7.74 -2.25 -0.17
C 9.09 -2.54 0.06
C 9.88 -1.65 0.78
C 9.31 -0.49 1.29
C 7.97 -0.21 1.07
C 5.75 1.05 -1.40
C 6.42 2.17 -0.90
C 6.84 3.18 -1.74
C 6.61 3.09 -3.11
C 5.95 1.99 -3.63
C 5.52 0.98 -2.77
H 3.40 -1.64 -2.81
H 3.02 -3.15 -1.97
H 5.51 -2.31 -1.88
H 4.76 -2.86 -0.37
H 5.13 -1.84 2.45
H 4.55 -1.11 4.73
H 4.00 1.26 5.18
H 3.89 2.87 3.31
H 4.36 2.13 1.00
H 7.16 -2.98 -0.72
H 9.52 -3.45 -0.33
H 10.92 -1.87 0.95
H 9.92 0.20 1.87
H 7.55 0.69 1.50
H 6.62 2.25 0.16
H 7.37 4.04 -1.33
H 6.96 3.88 -3.77
H 5.76 1.91 -4.69
H 5.00 0.12 -3.20
O -1.42 -0.93 -2.60
C -0.39 -0.19 -2.92
O 0.31 0.42 -2.11
C -0.13 -0.14 -4.37
C -1.16 -0.40 -5.27
C -0.89 -0.34 -6.62
C 0.37 -0.07 -7.10
C 1.38 0.15 -6.18
C 1.15 0.14 -4.82
N 2.75 0.36 -6.68
O 2.89 0.62 -7.85
O 3.65 0.25 -5.86
N -1.99 -0.59 -7.58
O -1.71 -0.53 -8.76
O -3.08 -0.84 -7.12
H -2.16 -0.64 -4.94
H 0.57 -0.03 -8.17
H 1.95 0.35 -4.13
*
```

- HOMO (spin up / spin down) (eV) = -10.504 / -10.504
- relative energy (zero: lowest compared OMol25 entry of this formula, charge and spin) (kJ/mol) = 122.6

***

4.
A gas-phase ion, C9H23N5 (charge +2), computed with ωB97M-V with the def2-TZVPD basis set.

Geometry as ORCA input:
```
! RIJCOSX wB97M-V def2-TZVPD def2/J DEFGRID3
* xyz 2 3
C -1.68 1.53 -1.71
C -3.34 -0.15 -2.34
C -2.99 -0.88 -1.07
C -0.72 -0.06 -0.40
C 0.78 -1.93 1.27
C 0.76 0.97 2.60
C 1.31 0.36 -1.70
C 1.44 -0.73 0.60
C 1.86 0.38 1.60
N -2.60 1.12 -2.33
N -1.05 2.70 -1.57
N 0.70 -0.01 -0.43
N -1.43 -1.16 -1.03
N 3.01 -0.10 2.42
H -3.15 -0.64 -3.24
H -4.35 0.12 -2.21
H -3.14 -0.24 -0.29
H -3.43 -1.80 -0.91
H -1.16 0.15 0.64
H 1.32 -2.05 2.20
H 0.90 -2.86 0.68
H -0.19 -1.76 1.77
H 0.20 0.23 3.17
H 0.17 1.67 2.09
H 1.37 1.62 3.27
H 1.30 -0.60 -2.33
H 0.68 1.09 -2.18
H 2.35 0.76 -1.68
H 2.37 -1.13 0.23
H 2.29 1.15 0.89
H -0.07 2.60 -1.46
H -1.39 3.64 -1.80
H -1.11 -2.23 -0.79
H -1.03 -1.15 -1.96
H 3.64 -0.76 1.83
H 2.73 -0.46 3.34
H 3.70 0.61 2.80
*
```

- HOMO (spin up / spin down) (eV) = -11.721 / -15.723

***

5.
A single C13H14NP molecule, computed with ωB97M-V with the def2-TZVPD basis set.

Geometry as ORCA input:
```
! RIJCOSX wB97M-V def2-TZVPD def2/J DEFGRID3
* xyz 0 1
C -3.36 1.36 -1.08
C -2.46 2.01 -0.44
C -1.06 1.66 -0.31
P 0.26 2.60 0.07
C 1.52 1.27 0.18
C 2.70 1.56 0.86
C 3.88 0.82 0.84
C 3.85 -0.32 0.06
C 2.65 -0.73 -0.43
C 1.49 0.06 -0.37
N 0.33 -0.30 -0.97
C 0.16 -1.26 -2.00
C -0.85 -0.03 -0.25
C -0.60 -0.35 1.27
C -1.10 0.38 2.28
H -4.36 1.64 -1.14
H -3.07 0.49 -1.68
H -2.50 2.91 0.15
H 2.80 2.51 1.32
H 4.78 1.24 1.28
H 4.76 -0.78 -0.33
H 2.59 -1.71 -0.90
H 0.34 -2.26 -1.60
H -0.73 -1.08 -2.51
H 0.95 -1.16 -2.77
H -1.66 -0.50 -0.54
H -0.03 -1.31 1.49
H -0.89 0.08 3.35
H -1.65 1.25 2.21
*
```

- HOMO (eV) = -7.728
- SMILES = C=CC1=Pc2ccccc2N(C)[C@H]1C=C
- relative energy (zero: lowest compared OMol25 entry of this formula, charge and spin) (kJ/mol) = 221.8

***

6.
A molecular structure, C3H3BrO, computed with ωB97M-V with the def2-TZVPD basis set.

Geometry as ORCA input:
```
! RIJCOSX wB97M-V def2-TZVPD def2/J DEFGRID3
* xyz 0 1
C -1.15 -1.73 -0.26
C -0.41 -0.89 0.14
C 1.02 0.52 0.40
O 0.69 1.61 -0.29
Br 2.63 -0.39 -0.17
H -1.88 -2.46 -0.47
H 1.00 0.66 1.47
H 0.75 1.47 -1.24
*
```

- HOMO (eV) = -10.070
- relative energy (zero: lowest compared OMol25 entry of this formula, charge and spin) (kJ/mol) = 305.8

***

7.
A molecular structure, C38H38AsO4S3ScSeSi2, computed with ωB97M-V with the def2-TZVPD basis set.

Geometry as ORCA input:
```
! RIJCOSX wB97M-V def2-TZVPD def2/J DEFGRID3
* xyz -2 1
Sc 0.91 -1.88 0.80
S 3.37 1.75 2.53
C 2.66 0.36 1.92
S 2.17 -0.97 2.92
S 2.37 0.16 0.22
C 2.66 7.39 2.57
C 3.41 6.34 2.07
C 2.79 5.19 1.61
C 1.40 5.08 1.63
C 0.65 6.14 2.14
C 1.28 7.29 2.60
As 0.59 3.40 0.97
C -1.17 4.15 0.54
C -2.26 4.24 1.39
C -3.48 4.72 0.92
C -3.60 5.09 -0.42
C -2.52 4.97 -1.28
C -1.30 4.50 -0.80
C -0.08 4.30 -1.61
C 0.06 4.58 -2.97
C 1.26 4.33 -3.60
C 2.33 3.79 -2.89
C 2.20 3.50 -1.54
C 1.00 3.76 -0.90
H 3.16 8.29 2.93
H 4.49 6.40 2.05
H 3.38 4.35 1.26
H -0.43 6.09 2.16
H 0.69 8.11 3.00
H -2.17 3.91 2.42
H -4.33 4.79 1.58
H -4.55 5.45 -0.79
H -2.63 5.24 -2.32
H -0.78 4.98 -3.53
H 1.37 4.54 -4.66
H 3.27 3.58 -3.40
H 3.01 3.03 -1.00
C 0.58 -2.35 -4.93
Si 0.99 -1.46 -3.31
C 2.86 -1.31 -3.21
C 0.29 0.27 -3.41
Se 0.11 -2.66 -1.64
H 0.76 -1.71 -5.80
H -0.47 -2.64 -4.92
H 1.18 -3.25 -5.03
H 3.27 -0.80 -4.09
H 3.33 -2.30 -3.14
H 3.15 -0.75 -2.32
H 0.65 0.80 -4.30
H 0.58 0.85 -2.53
H -0.81 0.25 -3.44
O 0.52 -3.80 1.69
C 1.55 -4.27 1.10
O 2.41 -3.52 0.60
C 1.66 -5.75 0.92
C 2.12 -6.24 -0.30
C 2.20 -7.61 -0.54
C 1.84 -8.44 0.49
O 1.86 -9.82 0.53
C 1.20 -10.17 1.74
O 1.12 -9.01 2.55
C 1.39 -7.95 1.70
C 1.28 -6.61 1.95
H 2.38 -5.52 -1.06
H 2.54 -8.00 -1.49
H 1.77 -10.94 2.25
H 0.18 -10.52 1.51
H 0.90 -6.22 2.89
C -1.67 0.76 2.66
Si -1.46 -0.44 1.18
C -1.79 0.66 -0.34
C -3.09 -1.46 1.33
C -3.22 -2.39 2.37
C -4.37 -3.15 2.54
C -5.43 -3.02 1.65
C -5.32 -2.11 0.60
C -4.17 -1.35 0.45
H -2.52 1.43 2.49
H -0.76 1.36 2.80
H -1.84 0.21 3.59
H -2.62 1.36 -0.19
H -2.00 0.05 -1.22
H -0.90 1.24 -0.59
H -2.39 -2.53 3.06
H -4.43 -3.86 3.35
H -6.32 -3.62 1.77
H -6.13 -2.00 -0.11
H -4.11 -0.65 -0.38
*
```

- HOMO (eV) = -1.771
- relative energy (zero: lowest compared OMol25 entry of this formula, charge and spin) (kJ/mol) = 0.0

***

8.
A molecular structure, C14H26CuF6O7, computed with ωB97M-V with the def2-TZVPD basis set.

Geometry as ORCA input:
```
! RIJCOSX wB97M-V def2-TZVPD def2/J DEFGRID3
* xyz 1 3
Cu -17.88 -10.00 16.22
C -17.46 -7.97 18.35
O -16.64 -8.12 17.22
O -18.58 -8.85 18.09
C -16.78 -8.11 19.77
F -16.03 -9.22 19.85
F -16.07 -7.01 19.92
F -17.70 -8.11 20.67
C -15.41 -7.38 17.00
C -14.94 -7.37 15.57
H -14.99 -8.42 15.27
H -15.69 -6.74 15.09
H -13.93 -6.97 15.50
H -14.60 -7.81 17.59
H -15.57 -6.33 17.24
H -17.73 -6.93 18.15
C -17.46 -10.48 13.34
O -17.63 -11.58 14.28
O -17.25 -9.40 14.22
C -16.42 -10.90 12.18
F -16.18 -9.88 11.38
F -15.19 -11.26 12.55
F -16.75 -11.84 11.25
C -18.35 -12.82 13.82
C -17.66 -13.98 14.51
H -16.58 -13.83 14.48
H -17.80 -14.05 15.59
H -17.77 -14.96 14.05
H -18.35 -13.01 12.74
H -19.43 -12.84 14.00
H -18.42 -10.32 12.85
C -14.98 -11.16 16.71
O -16.34 -11.05 17.15
C -16.82 -12.32 17.65
C -18.29 -12.41 18.09
O -18.98 -11.75 16.97
C -20.41 -11.84 17.01
C -21.08 -10.70 16.31
O -20.11 -10.07 15.44
C -20.73 -9.30 14.41
H -14.76 -11.65 15.76
H -14.28 -11.72 17.33
H -14.69 -10.11 16.73
H -16.27 -12.72 18.50
H -16.59 -13.10 16.92
H -18.42 -11.70 18.91
H -18.61 -13.39 18.41
H -20.90 -12.09 17.95
H -20.44 -12.79 16.47
H -21.43 -10.04 17.11
H -21.99 -10.98 15.77
H -19.91 -8.64 14.14
H -21.54 -8.61 14.65
H -21.04 -9.88 13.54
*
```

- HOMO (spin up / spin down) (eV) = -12.804 / -12.372